DFT (ωB97M-V/def2-TZVPD) results for a structure of composition C29H44N6O10RbSi3 in a non-equilibrium geometry.

ΔE to the lowest compared entry with this formula, charge and spin = 15.9 kcal per mole
Electronic energy = -84491.024 eV
Orbital gap = 5.0 eV

Geometry as ORCA input:
```
! wB97M-V def2-TZVPD RIJCOSX def2/J DEFGRID3
* xyz -1 1
Rb 0.75151 -0.36131 -0.38498
C 2.32162 3.37910 0.35675
O 1.06540 2.74791 0.34775
Si -0.33328 3.40848 -0.32475
C -0.36519 5.24302 0.15563
C -0.07461 3.39161 -2.19330
C -1.69796 2.43537 0.31033
Si -3.03916 1.97436 -0.80355
C -2.51302 0.90759 -2.28270
C -3.93669 3.46942 -1.56443
C -4.42059 0.95225 0.00150
Si -1.94011 2.46180 2.10116
C -2.45279 0.79993 2.86422
C -0.39983 2.92710 3.10105
C -3.27978 3.69494 2.65485
H 2.30857 4.28927 0.96720
H 2.65326 3.65345 -0.65410
H 3.05432 2.69135 0.78596
H 0.45268 5.81932 -0.29110
H -0.30466 5.35835 1.24054
H -1.30911 5.68642 -0.16935
H 0.78075 4.01557 -2.46966
H -0.94841 3.77070 -2.72855
H 0.13210 2.38279 -2.55651
H -1.91406 1.47243 -2.99893
H -3.38300 0.50865 -2.81469
H -1.91658 0.06012 -1.93529
H -3.22718 4.10587 -2.10075
H -4.38401 4.07433 -0.77085
H -4.72850 3.18148 -2.26470
H -4.03114 -0.01281 0.33360
H -5.22147 0.76019 -0.71899
H -4.85831 1.46027 0.86466
H -1.67515 0.05975 2.66033
H -3.38812 0.43151 2.44093
H -2.57800 0.88110 3.94943
H 0.42611 2.25495 2.86226
H -0.60088 2.86435 4.17504
H -0.06396 3.94293 2.88213
H -4.25509 3.40990 2.24911
H -3.04182 4.68995 2.26912
H -3.37355 3.76201 3.74433
C 0.17653 -6.04954 -0.82453
N 1.17409 -5.18543 -0.21497
C 2.21165 -5.68440 0.49467
C 3.12461 -4.88491 1.08126
C 2.92192 -3.47078 0.93812
N 1.91999 -2.97994 0.23385
C 1.03800 -3.78711 -0.39807
O 0.12657 -3.38280 -1.10545
N 3.73037 -2.59763 1.54136
H 0.57910 -7.05728 -0.90785
H -0.07349 -5.66335 -1.80861
H -0.73738 -6.06873 -0.22892
H 2.26783 -6.76360 0.55821
H 3.95924 -5.29171 1.63080
H 4.51429 -2.89709 2.09147
H 3.60437 -1.60209 1.36176
O 8.97480 1.38493 -2.11230
N 7.87982 1.56801 -2.61820
O 7.71295 2.04976 -3.72592
C 6.70906 1.17220 -1.86592
C 6.85348 0.65057 -0.59330
C 5.74735 0.28914 0.13552
C 4.38432 0.34735 -0.38617
O 3.37447 -0.03484 0.21893
C 4.34319 0.92748 -1.72300
C 5.44673 1.33763 -2.41793
N 3.06857 1.11719 -2.39810
O 2.97248 2.05556 -3.16406
O 2.16219 0.32095 -2.19615
N 6.01170 -0.17842 1.48731
O 5.12392 -0.10264 2.31746
O 7.16102 -0.49433 1.76611
H 7.83485 0.54154 -0.15666
H 5.33546 1.77546 -3.39913
C -2.53009 -2.74412 2.48733
C -2.51152 -2.39474 1.01902
O -1.67467 -1.65755 0.55393
C -3.56895 -2.97440 0.13361
C -3.28403 -3.12119 -1.22109
C -4.24387 -3.63836 -2.07596
C -5.49613 -3.98978 -1.58731
C -5.78678 -3.83070 -0.23904
C -4.82026 -3.33500 0.62268
H -1.53836 -2.58278 2.90339
H -2.85662 -3.76993 2.65653
H -3.21750 -2.06612 2.99930
H -2.30434 -2.83046 -1.57785
H -4.02071 -3.75857 -3.12840
H -6.24974 -4.38117 -2.25912
H -6.76765 -4.08956 0.13865
H -5.05319 -3.20249 1.67202
*
```

---

DFT (ωB97M-V/def2-TZVPD) results for a cluster of 14 separate species, C28H84O14S14 in total in a non-equilibrium geometry.

ΔE to the lowest compared entry with this formula, charge and spin = 64.3 kcal per mole
Electronic energy = -210742.115 eV
Orbital gap = 7.7 eV

Geometry as ORCA input:
```
! wB97M-V def2-TZVPD RIJCOSX def2/J DEFGRID3
* xyz 0 1
C -2.58664 2.69086 4.16777
S -3.85623 2.41181 2.93982
O -3.37517 3.05576 1.64237
C -3.77357 0.57076 2.71638
H -1.64525 2.22803 3.87167
H -2.75577 2.37456 5.19707
H -2.33820 3.74197 4.31460
H -4.13451 0.32764 1.71702
H -4.36513 0.10013 3.50165
H -2.76708 0.15839 2.78727
C 1.51704 3.71758 -2.95055
S 1.39078 4.14951 -4.70469
O 0.01768 3.72147 -5.23887
C 1.35435 5.96730 -4.45634
H 1.47658 4.61186 -2.32869
H 2.49223 3.25239 -2.80665
H 0.70066 3.01365 -2.78898
H 1.31171 6.68683 -5.27400
H 2.24479 6.23959 -3.88973
H 0.49473 6.12331 -3.80455
C -0.94649 -0.05592 6.88818
S 0.35616 -0.81774 5.88694
O 0.30533 -0.20465 4.46625
C 1.83750 -0.12476 6.81762
H -1.78403 0.12257 6.21380
H -0.64037 0.91069 7.28821
H -1.21302 -0.83215 7.60548
H 2.83501 -0.25794 6.39889
H 1.82537 -0.62836 7.78423
H 1.60823 0.91958 7.02947
C 2.00420 2.39919 4.71802
S 2.48146 4.08006 4.06810
O 3.95524 4.08029 3.63003
C 1.45794 3.91949 2.52281
H 2.43769 2.26148 5.70859
H 2.29252 1.59357 4.04278
H 0.92082 2.33475 4.81917
H 1.65868 3.01070 1.95545
H 1.62962 4.85221 1.98555
H 0.38190 3.94294 2.69515
C -6.29476 -0.88623 -5.48349
S -5.26538 -2.10181 -4.53862
O -6.16204 -2.79467 -3.56134
C -4.21272 -0.85813 -3.65024
H -7.15343 -1.40196 -5.91335
H -5.74734 -0.39699 -6.28913
H -6.61247 -0.01736 -4.90709
H -3.45030 -0.32203 -4.21538
H -3.83113 -1.32497 -2.74219
H -5.03337 -0.23486 -3.29500
C 0.03775 -4.91760 4.32964
S -0.41723 -4.80060 2.54356
O -1.90322 -5.24419 2.42001
C -0.34663 -2.91185 2.59174
H -0.28514 -5.90461 4.66077
H -0.53161 -4.28129 5.00717
H 1.11330 -4.79328 4.45554
H 0.63999 -2.59328 2.92820
H -1.13115 -2.59472 3.27880
H -0.37881 -2.55877 1.56102
C -6.44745 -3.15889 0.09623
S -4.67404 -2.84597 0.42506
O -4.23048 -1.45309 -0.04687
C -4.70850 -2.72298 2.24717
H -6.98038 -3.76879 0.82568
H -6.54034 -3.58967 -0.90072
H -7.12909 -2.31603 -0.01794
H -5.28954 -1.81073 2.38245
H -3.76923 -2.59344 2.78485
H -5.16518 -3.60676 2.69265
C 5.68050 -0.93435 -4.45642
S 5.29115 -0.55272 -2.71372
O 6.39619 0.40239 -2.29724
C 3.86943 0.60551 -3.01005
H 4.89151 -1.45599 -4.99818
H 6.54931 -1.59027 -4.51151
H 6.04959 -0.05266 -4.98033
H 3.03651 0.64255 -2.30793
H 3.43612 0.45092 -3.99820
H 4.21224 1.61732 -3.22644
C 3.98380 -4.93818 -0.57824
S 3.37228 -3.27487 -1.06492
O 3.49269 -3.16538 -2.57232
C 1.59493 -3.73927 -1.13091
H 4.15066 -5.54792 -1.46619
H 3.13951 -5.38994 -0.05747
H 4.73903 -5.01565 0.20390
H 1.31206 -4.18469 -0.17714
H 1.47201 -4.57932 -1.81451
H 1.01033 -2.82247 -1.20721
C 3.37545 -0.68474 2.12803
S 4.11260 -2.19957 2.90323
O 3.36235 -3.41594 2.36770
C 5.75827 -2.25260 1.94011
H 3.92915 0.17060 2.51523
H 2.31237 -0.60119 2.35386
H 3.46694 -0.77916 1.04599
H 5.53952 -2.72643 0.98316
H 6.39163 -2.91149 2.53409
H 6.25829 -1.28410 1.93112
C 5.26694 5.68851 0.30922
S 3.83045 4.83965 -0.44370
O 3.91981 4.98888 -1.98135
C 4.21993 3.06922 -0.13704
H 5.31937 5.53042 1.38642
H 5.14074 6.74685 0.08098
H 6.21699 5.35868 -0.11114
H 3.40372 2.49355 -0.57352
H 4.20240 2.79380 0.91745
H 5.20463 2.87082 -0.56027
C -4.61600 2.54016 -2.13895
S -6.44274 2.62986 -2.23871
O -6.89739 1.74230 -3.40753
C -6.75278 1.49206 -0.76855
H -4.23145 1.52697 -2.25581
H -4.32395 2.88557 -1.14724
H -4.14578 3.08628 -2.95672
H -7.81776 1.41212 -0.55060
H -6.35251 1.94920 0.13639
H -6.33836 0.49670 -0.92854
C -0.21129 0.31680 1.01040
S -0.29765 1.49504 -0.32928
O 1.16915 1.75809 -0.66756
C -1.03661 0.26799 -1.50990
H -0.21858 0.92004 1.91822
H 0.61634 -0.38016 0.87856
H -1.11095 -0.26846 1.20056
H -1.36417 0.70800 -2.45181
H -1.88609 -0.27689 -1.09810
H -0.23931 -0.45446 -1.68451
C -0.78809 -2.83200 -6.10688
S -0.57576 -1.84605 -4.61539
O -1.25567 -2.62406 -3.45544
C 1.21049 -2.26304 -4.41619
H -0.51851 -3.88450 -6.01941
H -0.23219 -2.45351 -6.96468
H -1.85151 -2.80619 -6.34478
H 1.59084 -2.50090 -5.40959
H 1.35041 -3.17005 -3.82810
H 1.74964 -1.48148 -3.88086
*
```

---

> Look up the orbital gap of the first one.

5.0 eV